(1)
{
  "formula": "C34H43Cl3N2O3SiW",
  "method": "ωB97M-V with the def2-TZVPD basis set",
  "elements": ["W", "O", "C", "C", "C", "C", "C", "C", "C", "N", "C", "C", "N", "C", "C", "C", "C", "C", "C", "C", "O", "H", "H", "H", "H", "H", "H", "H", "H", "H", "H", "H", "H", "H", "H", "Cl", "C", "C", "C", "Cl", "C", "O", "C", "Cl", "C", "H", "H", "C", "C", "C", "C", "Si", "C", "C", "C", "C", "C", "C", "C", "C", "H", "H", "H", "H", "H", "H", "H", "H", "H", "H", "H", "H", "H", "H", "H", "H", "H", "H", "H", "H", "H", "H", "H", "H", "H", "H", "H"],
  "coordinates": [[0.167, -2.131, 0.122], [0.373, -1.472, -1.686], [-0.722, -1.416, -2.524], [-0.622, -0.950, -3.823], [-1.761, -0.950, -4.616], [-2.976, -1.419, -4.124], [-3.056, -1.908, -2.827], [-1.923, -1.900, -2.025], [-1.841, -2.469, -0.658], [-1.670, -1.722, 0.497], [-2.333, -1.853, 1.802], [-1.387, -2.672, 2.687], [-0.049, -2.213, 2.304], [0.790, -1.740, 3.141], [2.018, -1.111, 2.704], [3.109, -1.064, 3.581], [4.304, -0.494, 3.197], [4.408, 0.068, 1.927], [3.329, 0.066, 1.061], [2.123, -0.518, 1.433], [1.073, -0.461, 0.552], [0.334, -0.614, -4.203], [-1.697, -0.601, -5.638], [-3.851, -1.426, -4.758], [-3.989, -2.304, -2.446], [-2.192, -3.497, -0.534], [-2.468, -0.852, 2.215], [-3.308, -2.325, 1.693], [-1.577, -2.539, 3.752], [-1.467, -3.731, 2.433], [0.579, -1.788, 4.210], [3.008, -1.503, 4.566], [5.147, -0.484, 3.873], [5.340, 0.518, 1.613], [3.401, 0.511, 0.078], [4.222, -8.335, -0.178], [3.094, -7.046, -0.060], [3.498, -5.759, -0.393], [2.572, -4.743, -0.293], [2.974, -3.095, -0.673], [1.270, -4.986, 0.124], [0.395, -3.949, 0.192], [0.887, -6.276, 0.461], [-0.728, -6.558, 0.993], [1.799, -7.311, 0.368], [4.508, -5.561, -0.722], [1.505, -8.318, 0.626], [0.001, 2.738, -3.085], [0.546, 3.071, -1.692], [1.861, 2.295, -1.511], [0.815, 4.599, -1.613], [-0.613, 2.799, -0.245], [-0.030, 3.138, 1.509], [-0.787, 4.428, 1.912], [1.472, 3.369, 1.700], [-0.447, 1.978, 2.437], [-2.447, 2.578, -0.560], [-2.822, 3.968, -1.147], [-3.345, 2.313, 0.653], [-2.724, 1.475, -1.595], [0.760, 3.027, -3.816], [-0.907, 3.283, -3.336], [-0.182, 1.671, -3.207], [2.532, 2.572, -2.328], [1.695, 1.217, -1.566], [2.368, 2.529, -0.578], [1.510, 4.857, -2.416], [1.281, 4.905, -0.676], [-0.089, 5.193, -1.766], [-0.497, 5.287, 1.302], [-0.528, 4.664, 2.947], [-1.871, 4.321, 1.866], [1.858, 4.191, 1.099], [2.055, 2.473, 1.493], [1.639, 3.633, 2.747], [-1.525, 1.857, 2.501], [-0.082, 2.203, 3.443], [0.001, 1.032, 2.123], [-2.656, 4.783, -0.438], [-3.891, 3.956, -1.376], [-2.299, 4.199, -2.075], [-3.259, 3.068, 1.433], [-3.159, 1.330, 1.087], [-4.381, 2.324, 0.306], [-2.198, 1.613, -2.536], [-3.794, 1.474, -1.817], [-2.470, 0.489, -1.200]],
  "homo_energy_ev": -13.47,
  "e_above_lowest_kcal_mol": 0.00,
  "charge": 2,
  "largest_force_ha_per_bohr": 0.0118,
  "total_energy_ha": -3393.3269
}

(2)
{
  "formula": "C34H43N5O9",
  "method": "ωB97M-V with the def2-TZVPD basis set",
  "elements": ["C", "O", "C", "O", "O", "C", "H", "H", "H", "H", "H", "H", "C", "O", "C", "O", "O", "C", "H", "H", "H", "H", "H", "H", "C", "O", "C", "O", "O", "C", "H", "H", "H", "H", "H", "H", "N", "C", "C", "C", "C", "C", "H", "H", "H", "H", "H", "N", "C", "C", "C", "C", "C", "H", "H", "H", "H", "H", "N", "C", "C", "C", "C", "C", "H", "H", "H", "H", "H", "N", "C", "C", "C", "C", "C", "H", "H", "H", "H", "H", "N", "C", "C", "C", "C", "C", "H", "H", "H", "H", "H"],
  "coordinates": [[15.811, 13.696, 14.219], [15.718, 12.585, 15.096], [15.881, 12.778, 16.460], [16.191, 13.748, 17.092], [15.783, 11.595, 17.105], [15.693, 10.413, 16.285], [15.468, 13.368, 13.264], [16.858, 14.078, 14.180], [15.144, 14.507, 14.477], [14.731, 10.344, 15.700], [15.676, 9.628, 17.060], [16.577, 10.291, 15.653], [16.288, 7.942, 6.642], [15.358, 8.945, 6.216], [15.269, 10.117, 6.930], [15.830, 10.252, 7.997], [14.550, 10.984, 6.285], [14.215, 12.182, 6.991], [17.200, 8.406, 6.984], [16.515, 7.286, 5.832], [15.844, 7.381, 7.476], [13.715, 12.102, 7.965], [13.558, 12.806, 6.398], [15.184, 12.698, 7.159], [12.153, 12.422, 15.668], [11.141, 13.503, 15.923], [10.836, 14.230, 14.843], [11.334, 14.160, 13.743], [9.667, 14.839, 15.174], [9.017, 15.595, 14.082], [12.324, 11.922, 16.621], [13.136, 12.777, 15.355], [11.776, 11.814, 14.860], [8.013, 15.706, 14.545], [8.948, 15.039, 13.132], [9.442, 16.561, 14.029], [19.940, 8.925, 10.875], [19.079, 8.035, 10.467], [17.954, 7.588, 11.157], [17.616, 8.277, 12.304], [18.421, 9.248, 12.764], [19.589, 9.553, 12.016], [19.342, 7.647, 9.473], [17.391, 6.817, 10.685], [16.804, 7.950, 12.953], [18.330, 9.653, 13.753], [20.379, 10.188, 12.433], [14.138, 15.309, 8.512], [14.762, 15.864, 9.540], [14.136, 16.285, 10.713], [12.810, 15.999, 10.838], [12.130, 15.308, 9.896], [12.883, 14.947, 8.751], [15.800, 16.160, 9.397], [14.665, 16.852, 11.483], [12.245, 16.519, 11.606], [11.041, 15.165, 10.012], [12.416, 14.378, 7.947], [13.751, 10.967, 12.798], [14.673, 10.260, 12.247], [15.408, 10.606, 11.102], [15.148, 11.840, 10.555], [14.189, 12.621, 11.130], [13.500, 12.147, 12.203], [14.844, 9.311, 12.786], [16.134, 9.947, 10.634], [15.656, 12.131, 9.647], [13.892, 13.524, 10.612], [12.696, 12.714, 12.705], [11.518, 6.738, 9.632], [11.607, 8.022, 9.282], [12.854, 8.650, 9.269], [13.989, 7.914, 9.610], [13.858, 6.598, 10.067], [12.597, 6.079, 10.039], [10.762, 8.523, 8.873], [12.935, 9.718, 9.066], [14.897, 8.431, 9.551], [14.709, 5.942, 10.278], [12.568, 5.055, 10.354], [10.999, 11.631, 9.604], [10.268, 12.086, 8.596], [8.857, 12.072, 8.575], [8.210, 11.458, 9.658], [8.945, 11.020, 10.718], [10.344, 11.053, 10.592], [10.794, 12.541, 7.757], [8.354, 12.725, 7.906], [7.155, 11.442, 9.736], [8.422, 10.529, 11.545], [11.019, 10.758, 11.396]],
  "homo_energy_ev": -9.35,
  "e_above_lowest_kcal_mol": 0.00,
  "largest_force_ha_per_bohr": 0.0631,
  "total_energy_ha": -2272.2375
}

(3)
{
  "formula": "C34H44AsF12N2PSSiSnTe",
  "method": "ωB97M-V with the def2-TZVPD basis set",
  "elements": ["Sn", "C", "Si", "C", "C", "C", "C", "C", "C", "N", "C", "S", "H", "H", "H", "H", "H", "H", "H", "H", "H", "H", "H", "H", "C", "Te", "C", "C", "C", "C", "C", "C", "C", "H", "H", "H", "H", "H", "H", "H", "H", "F", "P", "F", "F", "F", "F", "F", "F", "As", "F", "F", "F", "F", "F", "C", "C", "C", "C", "C", "C", "C", "C", "N", "C", "C", "C", "C", "C", "C", "C", "C", "C", "C", "H", "H", "H", "H", "H", "H", "H", "H", "H", "H", "H", "H", "H", "H", "H", "H", "H", "H", "H", "H", "H", "H", "H", "H"],
  "coordinates": [[-1.053, 0.329, -0.484], [1.279, 5.223, -0.942], [2.983, 4.494, -0.775], [3.807, 5.111, 0.787], [4.005, 4.979, -2.269], [3.151, 2.594, -0.610], [4.346, 2.047, -1.025], [4.708, 0.724, -0.729], [3.890, 0.017, 0.088], [2.705, 0.529, 0.512], [2.250, 1.746, 0.094], [0.633, 2.255, 0.361], [1.394, 6.293, -1.138], [0.690, 5.099, -0.036], [0.721, 4.784, -1.771], [3.968, 6.191, 0.753], [4.778, 4.630, 0.925], [3.195, 4.894, 1.666], [3.827, 6.031, -2.502], [3.741, 4.396, -3.153], [5.077, 4.868, -2.094], [5.033, 2.652, -1.605], [5.632, 0.290, -1.080], [4.130, -0.967, 0.467], [-3.899, 2.273, -1.526], [-3.605, 1.567, 0.465], [-3.303, 3.663, 0.818], [-4.278, 4.301, -0.142], [-4.899, 5.515, 0.116], [-5.797, 6.048, -0.800], [-6.075, 5.367, -1.976], [-5.461, 4.149, -2.236], [-4.567, 3.611, -1.323], [-4.495, 1.555, -2.083], [-2.928, 2.392, -2.017], [-2.272, 3.930, 0.582], [-3.501, 3.910, 1.858], [-4.691, 6.039, 1.041], [-6.290, 6.987, -0.586], [-6.784, 5.775, -2.684], [-5.694, 3.606, -3.144], [-3.272, -1.097, -1.141], [-4.678, -1.997, -0.810], [-4.744, -2.342, -2.377], [-5.518, -0.634, -1.086], [-3.732, -3.275, -0.563], [-4.515, -1.572, 0.732], [-6.003, -2.819, -0.506], [-1.542, -1.134, 1.232], [-1.616, -0.937, 3.057], [-1.563, -0.690, 4.749], [-0.065, -1.710, 3.077], [-0.801, 0.594, 2.763], [-2.407, -2.438, 3.152], [-3.109, -0.099, 2.897], [2.952, 1.201, 3.450], [2.886, -0.147, 2.807], [3.487, -1.234, 3.284], [3.318, -2.552, 2.677], [4.074, -3.700, 3.285], [2.486, -2.752, 1.639], [1.697, -1.664, 1.071], [2.020, -0.260, 1.578], [0.787, -1.690, 0.175], [0.340, -2.906, -0.539], [1.489, -3.526, -1.358], [0.980, -4.751, -2.124], [0.385, -5.765, -1.140], [-0.800, -5.138, -0.397], [-1.866, -4.696, -1.402], [-1.253, -3.670, -2.357], [-0.092, -4.307, -3.122], [-0.745, -2.478, -1.542], [-0.313, -3.929, 0.409], [3.749, 1.243, 4.191], [2.000, 1.411, 3.943], [3.114, 1.995, 2.717], [4.095, -1.164, 4.179], [4.915, -3.352, 3.882], [4.444, -4.380, 2.518], [3.414, -4.270, 3.943], [2.371, -3.750, 1.254], [1.082, 0.240, 1.790], [2.332, -3.807, -0.728], [1.853, -2.770, -2.063], [1.817, -5.207, -2.660], [1.151, -6.084, -0.424], [0.057, -6.656, -1.682], [-1.229, -5.867, 0.295], [-2.719, -4.260, -0.876], [-2.230, -5.559, -1.967], [-2.014, -3.320, -3.058], [0.336, -3.589, -3.831], [-0.449, -5.164, -3.700], [-1.595, -2.059, -0.994], [-0.340, -1.703, -2.204], [0.380, -4.262, 1.182], [-1.151, -3.446, 0.919]],
  "homo_energy_ev": -8.21,
  "e_above_lowest_kcal_mol": 14.10,
  "largest_force_ha_per_bohr": 0.0507,
  "total_energy_ha": -6377.4162
}

(4)
{
  "formula": "C34H44BBrN13O2PPt",
  "method": "ωB97M-V with the def2-TZVPD basis set",
  "elements": ["Pt", "C", "C", "C", "C", "N", "N", "B", "N", "C", "C", "C", "C", "N", "N", "C", "C", "C", "C", "N", "N", "C", "C", "C", "C", "N", "H", "H", "H", "H", "H", "H", "H", "H", "H", "H", "H", "H", "H", "H", "H", "H", "H", "H", "H", "H", "Br", "C", "C", "N", "C", "C", "C", "C", "O", "O", "H", "H", "H", "C", "N", "C", "N", "C", "N", "C", "P", "C", "C", "H", "H", "H", "H", "H", "H", "H", "H", "H", "H", "H", "H", "H", "C", "C", "C", "C", "C", "C", "N", "H", "H", "H", "H", "H", "H", "H", "H"],
  "coordinates": [[-0.006, 0.021, -0.573], [1.312, 3.883, -0.273], [1.532, 2.738, 0.643], [1.403, 2.907, 2.104], [1.467, 1.850, 2.903], [2.555, 0.725, 1.089], [1.929, 1.617, 0.151], [2.785, -1.394, 0.233], [2.991, -0.823, -1.092], [4.118, -0.571, -1.820], [3.736, -0.011, -3.000], [2.325, 0.084, -2.936], [1.373, 0.615, -3.952], [1.886, -0.422, -1.796], [1.649, -2.291, 0.430], [1.737, -3.461, 1.138], [0.687, -4.243, 0.783], [-0.044, -3.484, -0.162], [-1.222, -3.987, -0.923], [0.524, -2.303, -0.350], [3.805, -1.541, 1.333], [5.045, -2.053, 1.288], [5.562, -2.128, 2.557], [4.578, -1.638, 3.408], [4.598, -1.532, 4.891], [3.514, -1.291, 2.658], [0.455, 4.484, 0.029], [1.194, 3.541, -1.298], [2.201, 4.519, -0.218], [1.220, 3.896, 2.508], [1.286, 1.905, 3.973], [5.103, -0.824, -1.456], [4.379, 0.286, -3.813], [1.896, 1.190, -4.713], [0.625, 1.248, -3.474], [0.869, -0.216, -4.450], [2.564, -3.678, 1.796], [0.474, -5.245, 1.120], [-1.421, -5.019, -0.644], [-1.010, -3.966, -1.993], [-2.117, -3.403, -0.719], [5.472, -2.370, 0.346], [6.536, -2.493, 2.842], [5.526, -1.952, 5.271], [3.767, -2.081, 5.337], [4.540, -0.495, 5.231], [-5.148, 4.998, 3.283], [-3.942, 4.747, 1.868], [-3.576, 5.825, 1.060], [-2.745, 5.681, 0.033], [-2.230, 4.489, -0.235], [-2.530, 3.369, 0.538], [-3.414, 3.504, 1.601], [-1.979, 2.043, 0.165], [-2.645, 1.017, 0.444], [-0.875, 2.032, -0.493], [-3.966, 6.818, 1.247], [-1.573, 4.417, -1.096], [-3.679, 2.649, 2.210], [-4.278, -2.224, -2.889], [-3.259, -1.510, -3.784], [-3.871, -0.188, -4.260], [-4.264, 0.588, -3.139], [-5.254, -0.124, -2.334], [-4.690, -1.376, -1.829], [-3.701, -1.156, -0.780], [-2.243, -0.200, -1.435], [-2.000, -1.224, -3.020], [-3.170, 1.147, -2.353], [-3.811, -3.132, -2.513], [-5.127, -2.491, -3.518], [-3.059, -2.099, -4.595], [-4.731, -0.428, -4.884], [-3.122, 0.330, -4.855], [-6.130, -0.338, -2.946], [-5.561, 0.499, -1.496], [-3.398, -2.107, -0.349], [-4.145, -0.564, 0.015], [-1.514, -2.163, -2.772], [-1.322, -0.666, -3.666], [-2.479, 1.682, -3.006], [-3.586, 1.861, -1.645], [-1.336, -1.565, 2.550], [0.052, -1.015, 2.591], [1.092, -1.444, 3.405], [2.304, -0.588, 3.180], [1.720, 0.501, 2.245], [3.933, 1.215, 1.320], [0.398, 0.005, 1.807], [-1.474, -2.343, 3.299], [-1.552, -1.971, 1.562], [-2.046, -0.757, 2.728], [1.051, -2.239, 4.139], [2.626, -0.147, 4.121], [4.436, 0.684, 2.118], [3.930, 2.275, 1.568], [4.487, 1.091, 0.390]],
  "homo_energy_ev": [-15.07, -15.07],
  "e_above_lowest_kcal_mol": 98.77,
  "charge": 3,
  "largest_force_ha_per_bohr": 0.0763,
  "total_energy_ha": -5242.9148,
  "spin_multiplicity": 2
}

(5)
{
  "formula": "C34H44BN8PSSe2Zr",
  "method": "ωB97M-V with the def2-TZVPD basis set",
  "elements": ["Zr", "C", "C", "C", "C", "C", "C", "N", "N", "B", "N", "C", "C", "C", "N", "C", "C", "C", "N", "C", "C", "C", "N", "C", "C", "C", "H", "H", "H", "H", "H", "H", "H", "H", "H", "H", "H", "H", "H", "H", "H", "H", "H", "H", "H", "H", "H", "H", "H", "H", "H", "H", "H", "H", "Se", "P", "Se", "C", "C", "C", "C", "C", "C", "C", "C", "C", "C", "C", "C", "H", "H", "H", "H", "H", "H", "H", "H", "H", "H", "C", "N", "C", "C", "N", "C", "S", "H", "H", "H", "H", "H", "H"],
  "coordinates": [[0.406, 0.774, -0.358], [-4.557, 2.735, 1.078], [-3.454, 1.725, 0.738], [-3.664, 0.309, 1.279], [-2.132, 2.258, 1.197], [-1.841, 3.104, 2.321], [-0.474, 3.362, 2.241], [0.055, 2.775, 1.121], [-1.022, 2.079, 0.460], [1.338, 3.346, 0.503], [2.444, 2.329, 0.877], [3.598, 2.564, 1.523], [4.368, 1.400, 1.594], [3.619, 0.409, 0.883], [2.420, 0.927, 0.516], [4.115, -0.959, 0.511], [5.659, -0.997, 0.565], [3.454, -2.007, 1.459], [1.269, 3.423, -1.027], [1.387, 4.493, -1.846], [1.158, 4.120, -3.171], [0.841, 2.735, -3.141], [0.921, 2.312, -1.847], [0.476, 1.883, -4.312], [0.076, 2.784, -5.491], [1.654, 0.929, -4.612], [-5.531, 2.364, 0.699], [-4.651, 2.735, 2.192], [-4.387, 3.787, 0.747], [-3.375, 1.655, -0.360], [-3.815, 0.307, 2.378], [-4.562, -0.126, 0.827], [-2.818, -0.395, 1.084], [-2.512, 3.440, 3.095], [0.111, 4.029, 2.892], [1.606, 4.390, 1.042], [3.830, 3.564, 1.889], [5.311, 1.289, 2.091], [3.772, -1.134, -0.563], [5.988, -0.939, 1.627], [6.052, -1.906, 0.126], [6.145, -0.138, 0.034], [3.746, -1.882, 2.494], [2.343, -1.960, 1.469], [3.701, -3.028, 1.145], [1.677, 5.463, -1.460], [1.226, 4.727, -4.062], [-0.429, 1.275, -4.029], [0.959, 3.339, -5.905], [-0.362, 2.145, -6.270], [-0.649, 3.566, -5.215], [2.507, 1.552, -4.982], [1.941, 0.387, -3.692], [1.405, 0.193, -5.395], [-1.825, -0.301, -1.870], [-0.836, -2.239, -1.661], [1.275, -1.745, -1.511], [-1.463, -3.134, -0.262], [-2.814, -3.062, 0.073], [-3.276, -3.714, 1.229], [-2.366, -4.420, 2.021], [-1.037, -4.537, 1.640], [-0.598, -3.913, 0.475], [-1.287, -3.277, -3.070], [-2.622, -3.342, -3.479], [-3.000, -4.247, -4.466], [-2.029, -4.969, -5.129], [-0.697, -4.913, -4.741], [-0.305, -4.055, -3.718], [-3.505, -2.501, -0.518], [-4.332, -3.715, 1.489], [-2.716, -4.890, 2.930], [-0.351, -5.095, 2.268], [0.450, -4.009, 0.169], [-3.346, -2.661, -3.055], [-4.060, -4.349, -4.723], [-2.352, -5.673, -5.894], [0.051, -5.547, -5.239], [0.716, -3.996, -3.411], [-1.653, -0.209, 5.349], [-0.306, 0.336, 5.024], [0.468, 1.206, 5.840], [1.609, 1.502, 5.208], [1.585, 0.850, 3.991], [0.452, 0.142, 3.824], [0.035, -0.654, 2.416], [-1.763, -0.350, 6.440], [-1.777, -1.149, 4.813], [-2.392, 0.501, 4.952], [0.096, 1.531, 6.810], [2.360, 2.143, 5.598], [2.268, 0.946, 3.227]],
  "homo_energy_ev": -13.22,
  "charge": 2,
  "largest_force_ha_per_bohr": 0.0585,
  "total_energy_ha": -7374.1016
}